[1]
# C22H33N3O4

The molecule C22H33N3O4 (wB97M-V/def2-TZVPD, the OMol25 dataset).

Structure (XYZ):
```
62
Properties=species:S:1:pos:R:3:mulliken_charge:R:1
C -2.0129 2.6013 2.7156 -1.117
N -0.6427 2.9550 3.0111 0.178
C 0.4080 2.1024 2.9838 -0.031
O 1.5442 2.4948 3.1776 -0.710
C 0.1103 0.6366 2.6895 0.507
C 0.2775 0.4037 1.1882 0.149
N 0.1232 -0.9895 0.8351 0.282
C 0.4773 -2.0234 1.6344 0.654
O 0.5041 -3.1699 1.2215 -0.659
C 0.7556 -1.7205 3.0967 -0.708
C 1.1080 -0.2729 3.4021 -0.891
H 2.1146 -0.0349 3.0562 0.329
H 1.0803 -0.0986 4.4793 0.404
H 1.5482 -2.3957 3.4230 0.428
H -0.1496 -2.0082 3.6411 0.247
C -0.1348 -1.2763 -0.5634 -1.373
C 1.1514 -1.3408 -1.3886 -0.364
C 0.8841 -1.8909 -2.7881 -1.330
N 0.1195 -3.1243 -2.7714 0.352
C 0.8134 -4.2288 -2.1233 -0.419
C -0.0978 -5.4547 -2.1082 -0.845
O -0.5031 -5.8292 -3.4061 -0.400
C -1.1638 -4.7588 -4.0334 -0.696
C -0.2694 -3.5221 -4.1128 -0.576
H -0.8228 -2.7038 -4.5804 0.386
H 0.6118 -3.7546 -4.7388 0.359
H -1.4339 -5.1042 -5.0333 0.368
H -2.0769 -4.5032 -3.4739 0.335
H 0.4263 -6.3148 -1.6897 0.372
H -0.9815 -5.2322 -1.4925 0.364
H 1.0380 -3.9650 -1.0904 0.351
H 1.7516 -4.4748 -2.6524 0.307
H 0.2910 -1.1606 -3.3481 0.400
H 1.8489 -2.0163 -3.3148 0.413
H 1.5911 -0.3459 -1.4810 0.161
H 1.8653 -1.9777 -0.8657 0.507
H -0.6278 -2.2483 -0.6185 0.671
H -0.8049 -0.5101 -0.9597 0.366
H -0.4617 0.9775 0.6193 -0.637
H 1.2714 0.7653 0.8901 0.229
H -0.9016 0.3714 3.0019 0.610
C -0.3673 4.3410 3.3436 -0.978
C 0.1570 5.1236 2.1263 -0.436
O -0.7113 4.9728 1.0224 -0.499
C -0.4486 4.0455 0.0537 0.525
C 0.8095 3.5583 -0.2850 -0.423
C 0.9445 2.6659 -1.3350 -0.580
C -0.1573 2.2398 -2.0542 -0.455
C -1.4119 2.7253 -1.7213 -0.525
C -1.5577 3.6197 -0.6802 -0.302
H -2.5273 4.0161 -0.4208 0.445
H -2.2819 2.4058 -2.2759 0.388
H -0.0397 1.5438 -2.8705 0.427
H 1.9303 2.3081 -1.5940 0.480
H 1.6945 3.8658 0.2493 0.356
H 0.1795 6.1909 2.3644 0.417
H 1.1701 4.7883 1.9038 0.200
H -1.2838 4.7957 3.7202 0.519
H 0.4016 4.3672 4.1200 0.398
H -2.5558 3.5059 2.4501 0.415
H -2.5000 2.1434 3.5827 0.285
H -2.0741 1.9200 1.8688 0.371
```

Computed properties:
Energy relative to the best compared isomer or geometry (same formula, charge and spin) = 30.7 kcal per mole
LUMO level = 0.0218 hartree
Structure (SMILES) = CN(CCOc1ccccc1)C(=O)[C@@H]1CCC(=O)N(CCCN2CCOCC2)C1
Max |F| = 0.6 eV/A
Gap between HOMO and LUMO = 9.107 eV


[2]
# C22H33N3O5

The molecule C22H33N3O5 (wB97M-V/def2-TZVPD, the OMol25 dataset).

Structure (XYZ):
```
63
Properties=species:S:1:pos:R:3:mulliken_charge:R:1
C 2.5939 -6.9029 -0.5105 -1.348
C 2.8363 -5.4077 -0.3416 -0.255
C 1.6584 -4.7224 0.3488 -0.685
C 1.8844 -3.2326 0.6125 -0.211
H 1.0888 -2.8657 1.2648 0.043
H 2.8375 -3.1034 1.1292 0.438
C 1.8947 -2.3721 -0.6542 -0.887
N 0.5772 -2.2571 -1.2360 -0.151
C -0.1506 -1.1244 -1.1859 0.619
O 0.3130 -0.0586 -0.8208 -0.648
C -1.5790 -1.2753 -1.6813 -0.979
H -2.0795 -0.3199 -1.5195 0.409
H -1.5316 -1.4341 -2.7616 0.508
C -2.3602 -2.4226 -1.0092 -0.563
C -3.6519 -1.9584 -0.3272 -0.956
C -3.4317 -1.4956 1.1142 -1.243
N -2.4677 -0.4098 1.2247 0.164
C -1.2006 -0.7225 1.6678 0.038
O -0.8564 -1.8583 1.9343 -0.687
N -0.3497 0.3313 1.8337 0.111
C -0.6148 1.6084 1.4011 -0.635
C -1.8950 1.9088 0.9390 0.375
C -2.1707 3.2048 0.5075 -0.922
C -1.2108 4.1981 0.5238 0.514
C 0.0896 3.8867 1.0020 1.019
C 0.3615 2.5959 1.4304 -0.319
H 1.3405 2.3303 1.7949 0.361
O 0.9972 4.8983 1.0365 -0.495
C 2.3681 4.6192 1.2517 -0.522
C 3.0203 3.9339 0.0550 -0.874
H 2.9395 4.5694 -0.8236 0.291
H 2.5353 2.9849 -0.1625 0.198
H 4.0714 3.7552 0.2637 0.396
H 2.5066 4.0326 2.1676 0.331
H 2.8160 5.6044 1.4090 0.387
O -1.6233 5.4368 0.1245 -0.562
C -0.7777 6.2336 -0.6912 -0.295
C -0.3789 5.5275 -1.9820 -0.949
H 0.1967 6.2040 -2.6080 0.376
H -1.2664 5.2104 -2.5248 0.304
H 0.2236 4.6480 -1.7656 0.182
H 0.1119 6.5511 -0.1387 0.209
H -1.3894 7.1124 -0.9129 0.398
H -3.1596 3.4351 0.1442 0.529
C -2.9052 0.8607 0.8570 0.560
O -4.0486 1.0292 0.4846 -0.690
H 0.6008 0.0867 2.0752 0.301
H -3.0521 -2.3194 1.7215 0.489
H -4.3786 -1.1347 1.5238 0.436
H -4.3604 -2.7880 -0.2889 0.417
H -4.1135 -1.1514 -0.8972 0.446
H -1.7396 -2.9074 -0.2523 0.341
H -2.6150 -3.1733 -1.7602 0.462
H 0.1226 -3.1153 -1.5024 0.304
H 2.5825 -2.7827 -1.3994 0.390
H 2.2095 -1.3541 -0.4135 0.318
H 0.7560 -4.8629 -0.2509 0.238
H 1.4833 -5.2146 1.3079 0.429
H 3.7396 -5.2523 0.2527 0.263
H 3.0063 -4.9632 -1.3243 0.242
H 2.4464 -7.3772 0.4573 0.324
H 1.7071 -7.0808 -1.1155 0.332
H 3.4423 -7.3766 -0.9990 0.389
```

Computed properties:
Energy relative to the best compared isomer or geometry (same formula, charge and spin) = 10.0 kcal per mole
LUMO level = 0.0247 hartree
Structure (SMILES) = CCCCCNC(=O)CCCCn1c(=O)[nH]c2cc(OCC)c(OCC)cc2c1=O
Max |F| = 0.7 eV/A
Gap between HOMO and LUMO = 8.592 eV


[3]
# C22H34AsF5I2IrN4O2STe

A structure of composition C22H34AsF5I2IrN4O2STe (wB97M-V/def2-TZVPD, the OMol25 dataset).

Structure (XYZ):
```
73
Properties=species:S:1:pos:R:3:mulliken_spin:R:1
Ir -0.8154 0.3755 -0.6829 2.103
I 5.0245 -0.9285 4.4753 0.001
C 3.2681 -0.4374 3.4720 0.013
C 2.0533 -0.4705 4.1404 -0.007
C 0.8816 -0.1681 3.4666 0.026
I -0.9031 -0.1835 4.5434 0.006
C 0.8849 0.1921 2.1046 0.037
O -0.2191 0.5065 1.4594 0.222
C 2.1388 0.2615 1.4678 -0.051
C 2.1964 0.7458 0.0559 0.020
N 1.3609 -0.0826 -0.8590 0.008
C 1.8652 0.0194 -2.2348 0.023
C 0.8662 -0.5412 -3.2063 -0.027
C 1.2070 -1.1440 -4.4040 0.010
C 0.1903 -1.6279 -5.2124 -0.003
C -1.1275 -1.5120 -4.7947 0.001
C -1.3844 -0.9070 -3.5797 -0.021
N -0.4005 -0.4201 -2.8219 0.110
C 3.3065 -0.0683 2.1384 -0.008
H 2.0161 -0.7400 5.1868 0.000
H 3.2324 0.7212 -0.2909 0.000
H 1.8333 1.7733 -0.0316 -0.006
H 1.4197 -1.0590 -0.5567 -0.014
H 2.8299 -0.4839 -2.3299 0.001
H 2.0294 1.0804 -2.4457 0.000
H 2.2461 -1.2430 -4.6870 0.000
H 0.4253 -2.1064 -6.1536 0.000
H -1.9433 -1.8931 -5.3915 0.001
H -2.3878 -0.8128 -3.1831 0.013
H 4.2542 -0.0157 1.6164 0.000
F -2.5785 0.8934 -0.0811 0.102
Te -2.6489 -1.8305 2.0242 0.000
F -4.1384 -0.6966 2.4517 0.005
F -3.2473 -2.7821 3.5138 0.004
F -1.3059 -3.2915 2.0979 0.004
F -3.7552 -2.8842 0.9564 -0.001
O -1.4246 -1.3551 -0.3500 0.838
C 0.6517 6.1433 0.5550 0.001
C -0.7404 5.6054 0.2514 -0.001
N -0.7859 4.1472 0.0447 0.018
C -1.2532 3.3779 1.2076 0.015
C -0.3007 3.4335 2.3882 -0.007
C -0.5008 3.6118 -1.1351 -0.002
C -0.2553 4.5536 -2.2899 -0.002
N -0.4388 2.3179 -1.4044 -0.021
H 0.6035 7.2227 0.6984 0.000
H 1.3541 5.9465 -0.2551 0.000
H 1.0575 5.6982 1.4610 0.000
H -1.1750 6.1112 -0.6086 0.001
H -1.4041 5.8093 1.0905 0.000
H -1.4229 2.3549 0.9136 0.001
H -2.2282 3.7873 1.4813 0.002
H 0.6947 3.0846 2.1074 0.003
H -0.6781 2.7738 3.1692 0.001
H -0.2157 4.4346 2.8118 0.000
H -1.2002 5.0120 -2.5856 0.001
H 0.1399 4.0121 -3.1461 -0.001
H 0.4393 5.3499 -2.0423 0.000
H -0.2128 2.2160 -2.3846 -0.007
C -2.4628 -4.9659 0.5114 0.006
As -0.5815 -4.7724 0.2258 0.014
C -0.1036 -6.3166 -0.8191 0.010
C 0.4209 -4.9394 1.8480 0.004
S -0.0114 -3.1303 -1.0042 0.547
H -2.6493 -5.9984 0.8054 -0.001
H -2.9694 -4.7501 -0.4264 0.001
H -2.7910 -4.2799 1.2879 0.000
H -0.3500 -7.2196 -0.2608 0.001
H 0.9644 -6.2905 -1.0244 0.005
H -0.6558 -6.2961 -1.7558 0.001
H 0.1208 -5.8605 2.3465 0.000
H 0.2152 -4.0772 2.4786 0.000
H 1.4750 -4.9913 1.5844 0.000
```

Computed properties:
Charge = +1
Energy relative to the best compared isomer or geometry (same formula, charge and spin) = 39.0 kcal per mole
LUMO level (spin up / spin down) = -0.0946 / -0.1635 hartree
Spin multiplicity = 5
Max |F| = 1.9 eV/A
Gap between HOMO and LUMO (spin up / spin down) = 7.577 / 5.680 eV
Expectation value of S² = 6.0211


[4]
# C22H34BeN2O6P2

A structure of composition C22H34BeN2O6P2 (wB97M-V/def2-TZVPD, the OMol25 dataset).

Structure (XYZ):
```
67
Properties=species:S:1:pos:R:3:mulliken_charge:R:1
P -0.4554 -1.1875 -5.5142 2.106
P 0.4119 2.1783 -4.7289 0.994
C -0.0578 0.2038 -6.7165 -1.395
C 0.9533 1.2316 -6.1999 -1.118
H -1.0110 0.6785 -6.9998 0.384
H 0.3389 -0.2706 -7.6237 0.608
H 1.9402 0.7765 -6.0032 0.370
H 1.1054 1.9974 -6.9811 0.690
C -0.5503 3.5637 -5.3856 -1.368
H -0.5999 4.3533 -4.6217 0.396
H -1.5684 3.2314 -5.6401 0.395
H -0.0552 3.9575 -6.2852 0.440
C 1.8287 2.9149 -3.8927 -1.462
H 2.1583 3.7790 -4.4908 0.419
H 2.6832 2.2263 -3.8076 0.436
H 1.5502 3.2724 -2.8898 0.419
C -1.8894 -2.1641 -6.2089 -1.709
H -1.8477 -3.1874 -5.8097 0.328
H -1.8050 -2.2144 -7.3035 0.507
H -2.8733 -1.7336 -5.9786 0.385
C 0.6852 -2.3812 -6.6049 -1.982
H 1.6902 -1.9595 -6.7509 0.466
H 0.2439 -2.5284 -7.5999 0.510
H 0.7834 -3.3624 -6.1213 0.299
Be 0.6400 -0.2051 0.5932 -0.121
C -0.8720 1.1540 -3.9777 -0.271
C -1.6280 -0.0367 -4.5914 -0.768
C -2.3227 -0.9020 -3.5226 -1.314
C -1.4001 -2.0516 -3.0000 -0.521
C -0.2021 -2.2967 -3.8705 -1.782
C 0.8585 -1.3620 -4.2504 0.421
C 1.1717 -0.2466 -3.2424 -1.064
C -0.0261 0.5955 -2.7816 -1.237
C 1.3732 -1.5450 -0.0396 -0.440
H -1.6244 1.8524 -3.5796 0.756
H -2.3738 0.3148 -5.3199 0.607
H -3.2272 -1.3642 -3.9453 0.337
H -2.6667 -0.2803 -2.6873 0.402
H -1.1401 -1.9041 -1.9387 -0.010
H -1.9985 -2.9798 -3.0028 0.531
H -0.0056 -3.3450 -4.1093 0.415
H 1.7842 -1.8020 -4.6357 0.746
H 1.9587 0.3910 -3.6672 0.217
H 1.6473 -0.7101 -2.3653 0.345
H -0.6544 0.0069 -2.1170 0.400
H 0.3311 1.4232 -2.1468 0.504
H 2.4325 -1.3568 -0.2505 0.269
H 0.9022 -1.9016 -0.9598 -0.043
H 1.3249 -2.3783 0.6772 0.257
O -0.6363 -0.1281 1.5376 -0.534
C 0.1375 0.8022 2.0333 1.105
O 1.1344 1.1448 1.2500 -0.488
C 0.0089 1.2777 3.4092 0.126
C 0.7940 2.3525 3.8439 -0.495
C 0.6977 2.7993 5.1774 -0.134
C -0.1510 2.1559 6.0896 -0.190
C -0.8965 1.0483 5.6583 -0.066
C -0.8246 0.6066 4.3208 -0.621
N -1.7531 0.3605 6.5990 0.970
O -1.8292 0.7992 7.7677 -0.570
O -2.3829 -0.6434 6.2055 -0.570
N 1.4695 3.9483 5.5918 0.973
O 2.2228 4.4833 4.7527 -0.577
O 1.3484 4.3635 6.7649 -0.572
H 1.4736 2.8404 3.1505 0.645
H -0.2146 2.4996 7.1214 0.584
H -1.4069 -0.2553 4.0027 0.658
```

Computed properties:
Energy relative to the best compared isomer or geometry (same formula, charge and spin) = 79.7 kcal per mole
LUMO level = -0.0758 hartree
Max |F| = 4.0 eV/A
Gap between HOMO and LUMO = 2.685 eV


Question: The lowest max |F| belongs to which entry?
Answer: C22H33N3O4


Repeat the fourth record exactly.
# C22H34BeN2O6P2

A structure of composition C22H34BeN2O6P2 (wB97M-V/def2-TZVPD, the OMol25 dataset).

Structure (XYZ):
```
67
Properties=species:S:1:pos:R:3:mulliken_charge:R:1
P -0.4554 -1.1875 -5.5142 2.106
P 0.4119 2.1783 -4.7289 0.994
C -0.0578 0.2038 -6.7165 -1.395
C 0.9533 1.2316 -6.1999 -1.118
H -1.0110 0.6785 -6.9998 0.384
H 0.3389 -0.2706 -7.6237 0.608
H 1.9402 0.7765 -6.0032 0.370
H 1.1054 1.9974 -6.9811 0.690
C -0.5503 3.5637 -5.3856 -1.368
H -0.5999 4.3533 -4.6217 0.396
H -1.5684 3.2314 -5.6401 0.395
H -0.0552 3.9575 -6.2852 0.440
C 1.8287 2.9149 -3.8927 -1.462
H 2.1583 3.7790 -4.4908 0.419
H 2.6832 2.2263 -3.8076 0.436
H 1.5502 3.2724 -2.8898 0.419
C -1.8894 -2.1641 -6.2089 -1.709
H -1.8477 -3.1874 -5.8097 0.328
H -1.8050 -2.2144 -7.3035 0.507
H -2.8733 -1.7336 -5.9786 0.385
C 0.6852 -2.3812 -6.6049 -1.982
H 1.6902 -1.9595 -6.7509 0.466
H 0.2439 -2.5284 -7.5999 0.510
H 0.7834 -3.3624 -6.1213 0.299
Be 0.6400 -0.2051 0.5932 -0.121
C -0.8720 1.1540 -3.9777 -0.271
C -1.6280 -0.0367 -4.5914 -0.768
C -2.3227 -0.9020 -3.5226 -1.314
C -1.4001 -2.0516 -3.0000 -0.521
C -0.2021 -2.2967 -3.8705 -1.782
C 0.8585 -1.3620 -4.2504 0.421
C 1.1717 -0.2466 -3.2424 -1.064
C -0.0261 0.5955 -2.7816 -1.237
C 1.3732 -1.5450 -0.0396 -0.440
H -1.6244 1.8524 -3.5796 0.756
H -2.3738 0.3148 -5.3199 0.607
H -3.2272 -1.3642 -3.9453 0.337
H -2.6667 -0.2803 -2.6873 0.402
H -1.1401 -1.9041 -1.9387 -0.010
H -1.9985 -2.9798 -3.0028 0.531
H -0.0056 -3.3450 -4.1093 0.415
H 1.7842 -1.8020 -4.6357 0.746
H 1.9587 0.3910 -3.6672 0.217
H 1.6473 -0.7101 -2.3653 0.345
H -0.6544 0.0069 -2.1170 0.400
H 0.3311 1.4232 -2.1468 0.504
H 2.4325 -1.3568 -0.2505 0.269
H 0.9022 -1.9016 -0.9598 -0.043
H 1.3249 -2.3783 0.6772 0.257
O -0.6363 -0.1281 1.5376 -0.534
C 0.1375 0.8022 2.0333 1.105
O 1.1344 1.1448 1.2500 -0.488
C 0.0089 1.2777 3.4092 0.126
C 0.7940 2.3525 3.8439 -0.495
C 0.6977 2.7993 5.1774 -0.134
C -0.1510 2.1559 6.0896 -0.190
C -0.8965 1.0483 5.6583 -0.066
C -0.8246 0.6066 4.3208 -0.621
N -1.7531 0.3605 6.5990 0.970
O -1.8292 0.7992 7.7677 -0.570
O -2.3829 -0.6434 6.2055 -0.570
N 1.4695 3.9483 5.5918 0.973
O 2.2228 4.4833 4.7527 -0.577
O 1.3484 4.3635 6.7649 -0.572
H 1.4736 2.8404 3.1505 0.645
H -0.2146 2.4996 7.1214 0.584
H -1.4069 -0.2553 4.0027 0.658
```

Computed properties:
Energy relative to the best compared isomer or geometry (same formula, charge and spin) = 79.7 kcal per mole
LUMO level = -0.0758 hartree
Max |F| = 4.0 eV/A
Gap between HOMO and LUMO = 2.685 eV